Record 1
DFT (ωB97M-V/def2-TZVPD) results for a molecular structure, C45H98N8O13.

Output
Kohn-Sham gap: 8.5 eV
Molar mass: 959.3 g mol⁻¹
E_tot: -86788.061 eV
F_max: 0.14657 Eh/bohr

ORCA input file:
```
! RIJCOSX wB97M-V def2-TZVPD def2/J DEFGRID3
* xyz 0 1
C -0.62 -2.34 3.78
C -1.74 -1.67 4.57
C -2.70 -0.90 3.66
C -3.39 -1.82 2.62
C -2.66 -1.74 1.23
C -2.54 -3.14 0.61
C -3.72 -3.37 -0.36
C -3.40 -2.87 -1.80
C -3.14 -4.14 -2.70
C -1.61 -4.37 -2.74
C -1.01 -3.59 -3.94
C 0.48 -3.30 -3.69
C 0.67 -1.89 -3.13
O 2.06 -1.50 -3.35
C 2.20 -0.21 -3.70
O 1.68 0.28 -4.67
C 3.10 0.55 -2.75
O 2.35 0.76 -1.56
C 2.16 2.14 -1.24
C 1.01 2.29 -0.27
O 1.39 1.97 1.06
C 0.63 2.68 2.02
C -0.90 2.49 1.91
O -1.59 3.68 1.54
C -2.08 3.71 0.22
C -3.44 4.45 0.16
H 0.10 -2.78 4.47
H -1.00 -3.15 3.16
H -0.06 -1.61 3.20
H -1.29 -0.93 5.24
H -2.28 -2.37 5.21
H -3.46 -0.48 4.32
H -2.17 -0.10 3.14
H -4.41 -1.46 2.47
H -3.39 -2.84 3.00
H -1.67 -1.32 1.42
H -3.26 -1.09 0.59
H -1.60 -3.21 0.07
H -2.52 -3.94 1.35
H -4.61 -2.83 -0.01
H -3.96 -4.43 -0.37
H -4.16 -2.22 -2.22
H -2.48 -2.29 -1.75
H -3.45 -3.91 -3.72
H -3.68 -5.02 -2.38
H -1.13 -3.98 -1.84
H -1.36 -5.44 -2.79
H -1.18 -4.18 -4.84
H -1.59 -2.67 -3.96
H 0.89 -4.00 -2.96
H 1.00 -3.32 -4.64
H -0.02 -1.19 -3.59
H 0.48 -1.88 -2.06
H 3.44 1.46 -3.23
H 3.98 -0.04 -2.50
H 3.08 2.58 -0.85
H 1.87 2.66 -2.15
H 0.19 1.67 -0.62
H 0.72 3.35 -0.29
H 0.95 2.34 3.00
H 0.82 3.76 1.93
H -1.17 1.63 1.30
H -1.24 2.25 2.92
H -1.38 4.28 -0.40
H -2.22 2.73 -0.23
H -3.44 5.11 -0.71
H -3.56 5.04 1.07
H -4.22 3.71 0.02
C -7.28 5.40 0.15
O -7.66 4.58 -0.66
N -7.83 5.60 1.36
C -7.32 6.60 2.28
C -8.97 4.79 1.75
H -6.42 6.06 -0.05
H -7.01 6.12 3.21
H -8.10 7.33 2.50
H -6.47 7.12 1.84
H -8.70 3.74 1.74
H -9.79 4.94 1.04
H -9.30 5.08 2.74
C 1.48 -1.72 0.38
O 0.83 -2.69 0.76
N 2.81 -1.68 0.28
C 3.51 -0.49 -0.19
C 3.57 -2.86 0.64
H 0.99 -0.78 0.08
H 4.07 -0.74 -1.07
H 4.20 -0.14 0.59
H 2.74 0.37 -0.44
H 3.27 -3.70 0.02
H 3.38 -3.12 1.68
H 4.63 -2.66 0.50
C 4.86 5.25 4.88
O 5.31 4.17 5.24
N 4.21 5.46 3.73
C 3.69 6.76 3.36
C 4.02 4.34 2.82
H 4.95 6.16 5.50
H 2.61 6.71 3.23
H 4.15 7.09 2.43
H 3.91 7.49 4.14
H 3.45 3.55 3.33
H 4.99 3.94 2.53
H 3.47 4.66 1.93
C 6.95 -1.92 -1.71
O 6.16 -1.18 -1.16
N 8.18 -2.23 -1.25
C 9.07 -3.13 -1.95
C 8.61 -1.63 0.00
H 6.71 -2.43 -2.67
H 9.31 -3.98 -1.31
H 9.99 -2.60 -2.21
H 8.60 -3.49 -2.86
H 7.93 -1.91 0.81
H 8.61 -0.54 -0.09
H 9.62 -1.97 0.24
C -4.61 -1.28 -5.70
O -4.55 -1.89 -4.66
N -3.96 -0.13 -5.96
C -4.07 0.56 -7.23
C -3.11 0.43 -4.92
H -5.23 -1.62 -6.55
H -3.09 0.64 -7.70
H -4.47 1.57 -7.07
H -4.74 0.02 -7.89
H -2.33 -0.28 -4.66
H -3.70 0.64 -4.03
H -2.65 1.36 -5.27
C 7.64 0.04 7.99
O 7.29 0.40 9.10
N 7.31 0.65 6.84
C 7.76 0.16 5.55
C 6.46 1.83 6.88
H 8.28 -0.85 7.84
H 8.35 0.93 5.05
H 6.90 -0.09 4.93
H 8.38 -0.72 5.68
H 6.95 2.61 7.48
H 5.51 1.59 7.35
H 6.28 2.21 5.88
C 1.42 -2.93 -8.16
O 1.39 -3.71 -7.23
N 2.18 -1.83 -8.23
C 2.16 -0.94 -9.37
C 3.06 -1.52 -7.11
H 0.79 -3.07 -9.06
H 3.16 -0.88 -9.82
H 1.86 0.06 -9.06
H 1.46 -1.30 -10.12
H 3.76 -2.34 -6.96
H 2.47 -1.40 -6.20
H 3.61 -0.60 -7.31
C -6.20 -2.76 5.46
O -6.33 -2.26 6.56
N -7.11 -2.69 4.47
C -6.89 -3.32 3.18
C -8.34 -1.97 4.71
H -5.30 -3.34 5.19
H -6.91 -2.56 2.40
H -7.68 -4.06 2.99
H -5.93 -3.82 3.16
H -8.12 -0.93 4.95
H -8.88 -2.41 5.55
H -8.97 -2.00 3.81
*
```

Record 2
DFT (ωB97M-V/def2-TZVPD) results for 12 unconnected molecules or ions with the total composition C45H99F3N15O11.

Output
Kohn-Sham gap: 6.7 eV
Molar mass: 1083.4 g mol⁻¹
E_tot: -101289.551 eV
F_max: 0.06651 Eh/bohr

ORCA input file:
```
! RIJCOSX wB97M-V def2-TZVPD def2/J DEFGRID3
* xyz 1 1
C 2.99 -3.64 1.48
C 4.54 -3.34 1.41
C 4.94 -1.82 1.10
C 4.09 -0.71 1.87
C 5.03 0.06 2.95
N 3.57 0.33 0.91
C 2.72 1.42 1.50
C 1.27 0.76 1.59
C 0.02 1.70 1.88
C -1.13 0.99 2.75
C -1.89 -0.14 1.92
F -2.19 -1.36 2.57
C -2.27 -0.01 0.58
F -2.83 1.14 0.05
F -2.03 -1.06 -0.32
N 1.26 -0.04 0.32
N 0.88 -1.38 0.56
C 2.67 -0.15 -0.14
N 3.03 -0.58 -1.34
H 2.47 -3.45 0.49
H 2.46 -3.12 2.35
H 2.86 -4.76 1.69
H 4.95 -3.96 0.54
H 5.07 -3.77 2.33
H 6.04 -1.71 1.39
H 4.93 -1.71 -0.04
H 3.21 -1.11 2.46
H 6.02 -0.46 3.10
H 5.19 1.15 2.67
H 4.49 0.03 3.96
H 3.12 1.98 2.39
H 2.67 2.16 0.63
H 1.36 0.15 2.56
H -0.46 1.98 0.87
H 0.31 2.69 2.35
H -0.58 0.48 3.61
H -1.87 1.74 3.15
H 0.34 -1.77 -0.22
H 0.40 -1.50 1.45
H 2.51 -1.27 -1.89
H 3.89 -0.15 -1.71
C -0.57 3.81 -1.60
C 0.58 4.45 -0.86
O 1.24 3.84 -0.02
N 0.87 5.74 -1.15
C 0.21 6.62 -2.10
H -0.68 2.77 -1.27
H -1.50 4.34 -1.39
H -0.37 3.80 -2.67
H 1.65 6.10 -0.62
H 0.95 6.95 -2.83
H -0.17 7.49 -1.55
H -0.61 6.13 -2.61
C -7.04 -1.71 -3.46
C -5.82 -2.57 -3.24
O -5.63 -3.60 -3.86
N -4.93 -2.15 -2.30
C -4.98 -0.97 -1.47
H -7.66 -2.17 -4.24
H -7.63 -1.64 -2.55
H -6.74 -0.72 -3.80
H -4.13 -2.77 -2.20
H -4.10 -0.36 -1.67
H -4.97 -1.28 -0.42
H -5.88 -0.37 -1.66
C -1.17 7.00 4.18
C -0.34 6.53 3.01
O 0.83 6.86 2.86
N -0.93 5.70 2.11
C -2.28 5.19 2.11
H -0.56 7.65 4.81
H -2.03 7.57 3.82
H -1.50 6.15 4.77
H -0.31 5.42 1.35
H -2.25 4.10 2.13
H -2.77 5.51 1.18
H -2.86 5.55 2.96
C -6.76 -0.17 -9.42
C -7.74 -0.07 -8.29
O -8.41 0.94 -8.10
N -7.87 -1.14 -7.46
C -7.17 -2.41 -7.52
H -6.77 0.76 -9.99
H -5.75 -0.33 -9.03
H -7.04 -0.99 -10.09
H -8.55 -1.00 -6.72
H -7.91 -3.20 -7.63
H -6.63 -2.55 -6.58
H -6.47 -2.45 -8.35
C 5.43 2.66 6.77
C 6.29 1.43 6.61
O 5.80 0.32 6.49
N 7.64 1.60 6.61
C 8.39 2.83 6.74
H 4.38 2.37 6.76
H 5.64 3.14 7.73
H 5.61 3.35 5.95
H 8.15 0.73 6.50
H 9.01 2.95 5.85
H 9.04 2.74 7.62
H 7.74 3.69 6.86
C 0.68 -1.02 8.31
C 0.45 -0.64 6.87
O 1.28 0.00 6.23
N -0.71 -1.02 6.29
C -1.81 -1.77 6.87
H 1.65 -0.65 8.63
H -0.10 -0.58 8.94
H 0.67 -2.11 8.41
H -0.79 -0.72 5.32
H -1.95 -2.68 6.28
H -2.71 -1.15 6.81
H -1.62 -2.03 7.90
C -1.20 9.99 -4.55
C -0.41 10.26 -3.30
O 0.62 9.65 -3.04
N -0.88 11.20 -2.44
C -2.07 12.02 -2.57
H -0.71 9.21 -5.13
H -2.21 9.64 -4.29
H -1.26 10.89 -5.16
H -0.29 11.33 -1.63
H -1.77 13.07 -2.57
H -2.71 11.83 -1.71
H -2.62 11.80 -3.49
C -5.91 -6.27 -9.77
C -6.89 -6.17 -8.63
O -7.56 -5.17 -8.44
N -7.02 -7.25 -7.81
C -6.32 -8.51 -7.87
H -5.92 -5.35 -10.34
H -4.90 -6.43 -9.38
H -6.19 -7.09 -10.44
H -7.69 -7.11 -7.07
H -7.06 -9.31 -7.98
H -5.78 -8.65 -6.93
H -5.62 -8.55 -8.70
C -3.11 2.54 6.92
C -4.17 1.48 7.01
O -3.90 0.29 7.12
N -5.47 1.88 6.96
C -5.99 3.23 6.83
H -2.12 2.07 6.97
H -3.19 3.07 5.97
H -3.20 3.24 7.75
H -6.13 1.12 7.03
H -6.61 3.44 7.70
H -6.60 3.27 5.93
H -5.19 3.97 6.77
C 7.19 -6.91 -0.25
C 6.21 -6.83 0.90
O 5.52 -5.83 1.10
N 6.11 -7.90 1.72
C 6.84 -9.16 1.65
H 7.16 -5.98 -0.82
H 8.20 -7.04 0.14
H 6.92 -7.73 -0.91
H 5.44 -7.78 2.46
H 6.12 -9.97 1.54
H 7.39 -9.29 2.58
H 7.54 -9.18 0.81
C 7.04 -7.44 -5.06
C 7.05 -6.21 -4.18
O 7.73 -6.14 -3.17
N 6.26 -5.17 -4.55
C 5.38 -5.07 -5.70
H 7.72 -8.18 -4.64
H 6.04 -7.87 -5.10
H 7.39 -7.18 -6.06
H 6.31 -4.38 -3.92
H 5.70 -4.22 -6.30
H 4.36 -4.89 -5.35
H 5.41 -5.97 -6.31
*
```